The following is a DFT calculation (ωB97M-V with the def2-TZVPD basis set) of a single C2H6FN molecule at a distorted geometry.

XYZ file:
```
10
Properties=species:S:1:pos:R:3
C -1.2367 -0.0757 -0.0558
C 0.2271 0.1108 0.4249
N 1.1886 -0.4475 -0.4967
F 2.4609 -0.3539 0.2041
H -1.8660 -0.3855 0.7328
H -1.4726 0.9582 -0.3264
H -1.4441 -0.6210 -0.9796
H 0.5001 1.1151 0.5945
H 0.2162 -0.4917 1.3017
H 1.4264 0.1913 -1.3995
```

## Properties
LUMO = 1.06 eV
energy relative to the best compared isomer or geometry (same formula, charge and spin) = 243.0 kJ/mol
total charge = 0
SMILES string = CCNF
total energy = -234.318777 Eh

Results of the Löwdin charge analysis, in e, for atoms 1 through 8:
1. C -0.0730
2. C -0.2858
3. N -0.0441
4. F -0.1536
5. H 0.0509
6. H 0.0655
7. H 0.0750
8. H 0.0921